Here is a 7-piece molecular cluster, C37H111N19O8P6 overall at a distorted geometry from the Open Molecules 2025 dataset. Energies are from wB97M-V/def2-TZVPD.

Each line ends with the Mulliken charge.
Geometry (Å):
1 C -1.64 1.55 -0.10  -0.91
2 N -0.31 1.38 -0.79  0.98
3 O -0.31 1.34 -2.01  -0.42
4 O 0.69 1.35 -0.11  -0.60
5 H -2.35 0.98 -0.69  0.30
6 H -1.82 2.61 -0.24  0.47
7 H -1.43 1.18 0.90  0.15
8 O 0.78 -4.45 0.37  -0.99
9 P -0.16 -4.29 -0.75  0.02
10 N 0.47 -3.36 -2.03  0.67
11 C -0.41 -2.94 -3.13  -0.85
12 C 1.74 -2.71 -1.97  -0.83
13 N -1.57 -3.42 -0.44  0.67
14 C -2.92 -3.84 -0.83  -1.12
15 C -1.51 -2.14 0.26  -0.83
16 N -0.74 -5.76 -1.41  0.41
17 C -1.18 -6.85 -0.56  -1.10
18 C -0.44 -6.13 -2.80  -1.08
19 H -0.55 -1.86 -3.12  0.04
20 H -1.35 -3.49 -3.03  0.35
21 H -0.06 -3.21 -4.13  0.36
22 H 1.61 -1.63 -1.86  0.24
23 H 2.55 -3.09 -2.61  0.32
24 H 2.20 -2.97 -1.01  -0.11
25 H -3.39 -4.49 -0.09  0.32
26 H -3.60 -3.01 -0.97  0.29
27 H -2.90 -4.48 -1.72  0.39
28 H -2.01 -2.31 1.21  0.68
29 H -0.50 -1.77 0.44  -0.44
30 H -1.94 -1.37 -0.39  0.42
31 H -1.45 -6.48 0.43  0.31
32 H -2.00 -7.42 -1.00  0.38
33 H -0.35 -7.52 -0.32  0.37
34 H 0.50 -5.64 -3.08  0.35
35 H -1.22 -5.86 -3.52  0.25
36 H -0.33 -7.21 -2.83  0.43
37 O -4.58 -1.17 5.85  -0.88
38 P -4.76 0.23 5.36  0.56
39 N -5.38 0.38 3.77  0.30
40 C -6.70 -0.14 3.45  -1.21
41 C -4.43 0.33 2.65  -1.15
42 N -3.40 1.24 5.37  1.06
43 C -3.38 2.59 4.77  -1.45
44 C -2.22 0.98 6.18  -1.51
45 N -5.80 1.10 6.34  0.12
46 C -5.51 1.11 7.79  -0.95
47 C -6.45 2.34 5.92  -0.95
48 H -7.34 0.63 3.01  0.34
49 H -7.25 -0.35 4.37  0.40
50 H -6.67 -1.00 2.78  0.35
51 H -4.23 -0.73 2.46  0.45
52 H -3.61 0.99 2.91  0.10
53 H -4.96 0.64 1.74  0.50
54 H -4.08 2.77 3.97  0.42
55 H -3.57 3.29 5.60  0.28
56 H -2.36 2.79 4.43  0.36
57 H -2.28 1.62 7.07  0.42
58 H -2.23 -0.05 6.51  0.31
59 H -1.27 1.17 5.68  0.38
60 H -4.69 1.84 7.87  0.28
61 H -6.32 1.48 8.41  0.34
62 H -5.09 0.17 8.17  0.26
63 H -6.68 2.15 4.87  0.29
64 H -5.88 3.27 5.94  0.25
65 H -7.43 2.50 6.37  0.34
66 O -2.48 -2.90 5.76  -0.77
67 P -1.04 -2.94 5.46  -0.18
68 N -0.39 -4.22 4.59  0.68
69 C -1.00 -5.53 4.80  -1.15
70 C 0.62 -4.08 3.56  -0.74
71 N -0.12 -3.09 6.91  0.12
72 C -0.39 -2.11 7.96  -0.77
73 C 1.14 -3.84 7.03  -0.85
74 N -0.35 -1.58 4.77  1.37
75 C 1.06 -1.22 4.89  -0.81
76 C -1.00 -0.79 3.75  -1.15
77 H -2.08 -5.46 4.64  0.33
78 H -0.77 -5.93 5.79  0.30
79 H -0.63 -6.19 4.01  0.36
80 H 0.53 -4.83 2.78  0.40
81 H 1.61 -4.32 3.99  0.24
82 H 0.68 -3.12 3.06  0.07
83 H -0.33 -1.11 7.51  0.21
84 H -1.35 -2.26 8.46  0.22
85 H 0.37 -2.17 8.74  0.35
86 H 1.98 -3.37 6.51  0.31
87 H 1.48 -3.73 8.06  0.40
88 H 1.00 -4.90 6.82  0.18
89 H 1.24 -0.47 5.67  0.26
90 H 1.65 -2.11 5.12  0.05
91 H 1.47 -0.77 3.98  0.14
92 H -0.76 0.27 3.68  0.40
93 H -2.05 -0.95 3.54  0.09
94 H -0.60 -1.16 2.78  0.00
95 O 4.22 0.41 -6.25  -0.94
96 P 4.22 1.71 -5.55  0.42
97 N 5.46 1.83 -4.41  0.47
98 C 5.60 2.91 -3.44  -1.21
99 C 6.77 1.36 -4.87  -1.07
100 N 2.80 1.94 -4.70  0.58
101 C 1.56 1.88 -5.43  -1.21
102 C 2.66 1.32 -3.37  -1.19
103 N 4.43 3.09 -6.48  0.35
104 C 4.14 4.48 -6.08  -1.16
105 C 4.68 2.91 -7.91  -1.13
106 H 5.96 3.82 -3.94  0.27
107 H 6.27 2.48 -2.69  0.56
108 H 4.68 3.12 -2.89  0.20
109 H 7.30 2.23 -5.27  0.33
110 H 6.68 0.61 -5.64  0.35
111 H 7.27 0.89 -4.02  0.25
112 H 0.81 2.42 -4.84  0.44
113 H 1.57 2.39 -6.40  0.36
114 H 1.18 0.86 -5.60  0.34
115 H 2.42 2.09 -2.63  0.15
116 H 1.84 0.60 -3.31  0.33
117 H 3.52 0.74 -3.05  0.42
118 H 4.02 4.55 -5.01  0.35
119 H 4.88 5.17 -6.48  0.34
120 H 3.15 4.64 -6.53  0.42
121 H 4.29 1.95 -8.26  0.37
122 H 5.75 2.91 -8.13  0.30
123 H 4.32 3.73 -8.54  0.35
124 O -3.30 5.87 -6.21  -0.89
125 P -3.78 5.00 -5.11  0.34
126 N -2.83 3.63 -4.89  0.34
127 C -1.82 3.59 -3.83  -0.44
128 C -2.82 2.57 -5.89  -0.97
129 N -5.26 4.31 -5.42  0.29
130 C -5.94 3.24 -4.73  -1.03
131 C -6.13 5.05 -6.30  -1.16
132 N -3.99 5.79 -3.64  0.23
133 C -3.55 7.21 -3.56  -1.10
134 C -4.22 5.18 -2.35  -1.01
135 H -0.89 4.05 -4.21  0.23
136 H -1.61 2.56 -3.54  0.02
137 H -2.06 4.31 -3.05  0.27
138 H -2.58 1.62 -5.41  0.27
139 H -2.05 2.75 -6.64  0.25
140 H -3.81 2.52 -6.34  0.37
141 H -6.76 3.61 -4.11  0.32
142 H -6.38 2.50 -5.40  0.36
143 H -5.27 2.80 -3.99  0.30
144 H -6.67 4.39 -7.00  0.33
145 H -6.96 5.52 -5.74  0.34
146 H -5.68 5.88 -6.82  0.31
147 H -2.52 7.21 -3.19  0.32
148 H -3.69 7.67 -4.53  0.30
149 H -4.10 7.65 -2.73  0.40
150 H -5.27 5.26 -2.05  0.24
151 H -3.55 5.52 -1.56  0.43
152 H -4.12 4.10 -2.54  0.31
153 O 5.71 -0.73 2.92  -0.90
154 P 5.62 -1.05 1.47  -0.01
155 N 5.81 0.20 0.37  0.29
156 C 6.86 1.20 0.65  -1.02
157 C 5.60 -0.07 -1.07  -0.88
158 N 4.08 -1.75 1.18  1.23
159 C 3.64 -2.83 2.04  -1.10
160 C 3.00 -0.83 0.89  -0.30
161 N 6.65 -2.30 1.03  0.42
162 C 7.95 -2.42 1.70  -1.18
163 C 6.50 -3.12 -0.15  -0.74
164 H 7.72 0.89 0.03  0.32
165 H 7.13 1.39 1.68  0.34
166 H 6.47 2.10 0.17  0.33
167 H 4.85 0.66 -1.39  0.28
168 H 5.23 -1.09 -1.14  0.19
169 H 6.56 0.00 -1.57  0.40
170 H 2.73 -3.31 1.67  -0.04
171 H 4.33 -3.68 2.03  0.45
172 H 3.33 -2.39 2.99  0.39
173 H 2.70 -0.27 1.79  0.18
174 H 3.25 -0.16 0.06  0.16
175 H 2.10 -1.36 0.58  -0.57
176 H 8.22 -3.47 1.81  0.36
177 H 8.66 -1.81 1.14  0.29
178 H 7.82 -2.14 2.75  0.32
179 H 7.17 -2.76 -0.95  0.27
180 H 5.46 -3.09 -0.46  0.16
181 H 6.90 -4.13 -0.02  0.32

Output
energy above the lowest of the compared OMol25 structures with the same formula, charge and spin: 90.9 kcal per mole
SMILES string: CN(C)P(=O)(N(C)C)N(C)C.CN(C)P(=O)(N(C)C)N(C)C.CN(C)P(=O)(N(C)C)N(C)C.CN(C)P(=O)(N(C)C)N(C)C.CN(C)P(=O)(N(C)C)N(C)C.CN(C)P(=O)(N(C)C)N(C)C.C[N+](=O)[O-]
frontier orbital gap: 7.86 eV